Molecular formula: C11H11N3O4
Method: DFT, ωB97M-V with the def2-TZVPD basis set

HOMO level ... -8.58 eV
Orbital gap ... 8.185 eV
Energy above the lowest of the compared OMol25 structures with the same formula, charge and spin ... 7.70 kJ/mol

```
29
C11H11N3O4 | OMol25 | ωB97M-V with the def2-TZVPD basis set
H -1.9305 3.1000 -2.9982
H -1.9607 1.9668 -5.1116
N 0.2904 -1.3243 1.3216
O 1.5968 -3.0642 1.5270
C -1.0270 -0.6997 -3.1827
H -1.2964 -0.4650 -5.2763
C -1.0043 -0.0349 -1.9138
C -1.2830 1.3409 -1.8802
H -0.2595 -0.6720 4.5816
H -0.0928 -1.6436 -1.0570
O 2.1046 1.7880 3.6626
O 2.4853 1.3818 1.4660
H -1.2229 1.8974 -0.9654
N -0.5514 -0.7675 -0.8396
H 2.7381 2.3257 1.5430
H -0.7917 -1.7604 -3.2398
C -0.4610 -0.9701 3.5600
H -1.5037 -1.2507 3.2893
C 0.5391 -0.9448 2.6437
N 0.8880 -2.4043 0.7607
C -1.6917 1.3535 -4.2489
C -0.4106 -0.4571 0.4843
C -1.6648 2.0402 -3.0259
O -1.0426 0.4666 0.9542
C -1.3321 0.0036 -4.2996
H 2.6527 -1.1131 2.4653
C 1.9432 -0.4788 3.0060
C 2.1596 1.0119 2.7175
H 2.1288 -0.6260 4.0559
```

natural (NBO) population analysis, charges in e, atoms 1 to 2:
1 H 0.217
2 H 0.215

=====

Molecular formula: C11H11NO2
Method: DFT, ωB97M-V with the def2-TZVPD basis set

HOMO level (alpha / beta) ... -7.95 / -7.95 eV
Orbital gap (alpha / beta) ... 7.557 / 7.557 eV
Energy above the lowest of the compared OMol25 structures with the same formula, charge and spin ... 891.80 kJ/mol

```
25
C11H11NO2 | OMol25 | ωB97M-V with the def2-TZVPD basis set
H 1.9140 -1.2781 1.9040
C -0.4208 -0.4424 -1.8238
C -1.6046 -0.9781 -1.2176
H 0.0522 -1.5538 0.7456
C -2.1125 0.3603 1.0278
H -2.2341 -1.6223 -1.7258
C 0.5901 -0.0598 -0.9186
C 0.7346 -0.7485 0.3422
H -0.1396 0.8186 1.9282
H -3.0418 0.9350 0.7930
N -0.5104 1.8922 0.1476
C 1.5555 1.1148 -1.0375
C 2.9635 0.0825 0.5837
H 3.8783 1.4700 -0.5603
H -2.2293 -0.1393 1.9901
O 0.9077 2.0549 -0.1408
H 1.3849 1.5305 -2.0155
H -3.1713 -1.3107 0.1646
O -1.2445 2.3152 -0.7505
H 3.9067 0.1103 1.0327
H -0.5788 -0.1264 -2.8473
C -2.2437 -0.7260 -0.0396
C -0.7669 1.1214 1.1055
C 1.8605 -0.6981 1.0486
C 2.9247 0.9309 -0.4329
```

natural (NBO) population analysis, charges in e, atoms 1 to 2:
1 H 0.210
2 C -0.153

=====

Molecular formula: C11H11NO2S
Method: DFT, ωB97M-V with the def2-TZVPD basis set

HOMO level (alpha / beta) ... -6.63 / -6.63 eV
Orbital gap (alpha / beta) ... 6.823 / 6.825 eV
Energy above the lowest of the compared OMol25 structures with the same formula, charge and spin ... 599.57 kJ/mol

```
26
C11H11NO2S | OMol25 | ωB97M-V with the def2-TZVPD basis set
H -0.0220 -1.7867 -1.5997
C -0.2644 0.6476 -0.9547
C -3.4286 -1.1575 0.2025
C -2.4792 -0.1108 0.0122
H 3.6277 1.2580 1.7232
S -0.9490 2.3573 -0.4414
C -1.8437 -2.6980 -0.8018
H 4.6508 -0.2185 1.2576
H -3.9207 -3.2477 -0.0256
C -0.9699 -1.6885 -0.9302
H -1.5350 -3.7181 -1.0011
H -2.6139 3.0789 1.2267
H 3.2218 -0.5898 -0.7957
C -3.1378 -2.4356 -0.2628
O 2.0078 2.4810 -0.0751
C 3.7898 0.2987 1.1921
H 3.1093 -0.2809 1.8329
C -2.3157 2.1413 0.6269
H 4.1644 1.1486 -0.8260
N -2.9400 1.0198 0.7154
H -4.3493 -1.0511 0.7542
C 3.3254 0.5045 -0.2914
C -1.1793 -0.3280 -0.4653
O 1.0138 0.4582 -0.6405
H 1.0060 2.7353 -0.0884
C 2.0316 1.1820 -0.3441
```

natural (NBO) population analysis, charges in e, atoms 1 to 2:
1 H 0.207
2 C -0.044

=====

Molecular formula: C11H12BBr2F5O7
Method: DFT, ωB97M-V with the def2-TZVPD basis set

HOMO level ... -9.24 eV
Orbital gap ... 8.619 eV
Energy above the lowest of the compared OMol25 structures with the same formula, charge and spin ... 0.00 kJ/mol

```
38
C11H12BBr2F5O7 | OMol25 | ωB97M-V with the def2-TZVPD basis set
C 1.3607 -2.1476 -1.2716
C -3.6031 4.1198 -1.6716
O -5.0238 2.3347 -1.5217
H -3.0093 1.9960 -1.6848
H 3.2934 -3.5726 0.7799
Br 5.9036 -0.9178 1.0157
O 0.8866 1.3505 1.6424
C -1.2255 1.4510 2.5092
C 0.9836 1.3618 3.0059
O 1.9970 1.4019 3.6110
H 4.6979 -3.3455 1.8142
C 4.3581 -3.3242 0.7789
H -2.6206 4.3998 -2.0391
F 0.5554 -2.9799 1.3532
O -4.5565 4.1398 -2.7361
C 4.6123 -1.9797 0.1468
C 3.9767 -1.6002 -0.9629
H 0.8954 -1.7968 -2.2008
O -6.4229 2.9572 -3.1840
Br 4.2552 0.0407 -1.8323
B 2.8696 -2.5048 -1.5666
C -5.4420 3.1312 -2.5495
H -0.4970 -0.0513 1.0711
H 4.9064 -4.1032 0.2390
F -0.8350 -4.3032 0.3650
H -1.5183 2.4978 2.4177
C -3.6966 2.6853 -1.1921
O 0.6562 -3.3408 -0.8516
F -3.5228 2.5735 0.1477
H -3.9195 4.8053 -0.8840
C -0.4385 1.0149 1.2895
F -0.7939 1.7038 0.1745
C -0.1401 -3.2078 0.2109
O -0.2555 1.3121 3.5512
H -2.0966 0.8376 2.7170
F -0.9962 -2.1607 0.1068
H 1.2651 -1.3492 -0.5352
H 3.1405 -3.4293 -2.2636
```

natural (NBO) population analysis, charges in e, atoms 1 to 2:
1 C -0.435
2 C -0.130

=====

Number 1: F_max 3.76 eV Å⁻¹. Number 2: F_max 4.12 eV Å⁻¹. Number 3: F_max 4.95 eV Å⁻¹. Number 4: F_max 0.92 eV Å⁻¹.